Entry 1:
16
Properties=species:S:1:pos:R:3 method="wB97M-V/def2-TZVPD" e_lumo_ev="-0.87 / -0.90" spin_multiplicity=5 energy_ev=-51275.0827 homo_lumo_gap_ev="6.19 / 7.43" charge=0 e_above_lowest_kcal_mol=0.00
H -0.192 0.870 2.541
C 0.296 1.274 1.628
C 0.367 0.133 0.624
O -0.895 -0.126 0.042
Li 3.209 1.659 1.881
O 1.523 1.858 1.810
H -0.427 2.032 1.252
H 0.812 -0.782 1.041
H 1.163 0.391 -0.093
C -0.921 -1.045 -1.090
O -0.237 -2.157 -1.027
O -2.265 -1.164 -1.425
H -2.684 -1.700 -0.744
Co 1.123 -1.662 -2.326
O -0.325 -0.273 -2.149
H -0.545 0.693 -1.965

Entry 2:
13
Properties=species:S:1:pos:R:3 method="wB97M-V/def2-TZVPD" e_lumo_ev="-0.13 / -0.39" spin_multiplicity=1 energy_ev=-18230.4467 homo_lumo_gap_ev="8.19 / 8.54" charge=0 e_above_lowest_kcal_mol=59.64
C 0.723 0.703 -1.101
C 0.981 -0.071 1.167
C -1.650 -0.894 -0.109
N 0.643 -0.357 -0.172
F -1.813 -1.650 0.960
F -1.949 -1.567 -1.203
I -2.601 0.996 0.033
H 0.028 0.532 -1.924
H 0.573 1.706 -0.677
H 1.729 0.658 -1.537
H 0.690 0.933 1.509
H 0.569 -0.837 1.824
H 2.076 -0.151 1.231

Entry 3:
11
Properties=species:S:1:pos:R:3 method="wB97M-V/def2-TZVPD" e_lumo_ev=0.80 spin_multiplicity=1 energy_ev=-7412.4268 homo_lumo_gap_ev=10.12 charge=0 e_above_lowest_kcal_mol=56.15
N 0.372 -2.137 -0.688
C 0.686 -1.061 0.294
C -0.500 -0.036 0.364
C -0.755 1.319 0.285
F 0.090 2.162 -0.329
H 1.400 -2.586 -0.405
H -0.627 -2.705 -0.593
H 1.482 -0.521 -0.169
H 0.689 -1.440 1.453
H -1.326 -0.317 1.153
H -1.623 1.735 0.684

Entry 4:
13
Properties=species:S:1:pos:R:3 method="wB97M-V/def2-TZVPD" e_lumo_ev=0.71 spin_multiplicity=1 energy_ev=-10394.1422 homo_lumo_gap_ev=10.11 charge=0 e_above_lowest_kcal_mol=33.92
H 1.480 -1.652 -0.273
N 0.461 -1.565 -0.117
C 0.225 -0.325 -0.065
N 1.204 0.684 -0.037
N 2.542 0.207 0.046
C -1.218 0.184 -0.018
C -1.660 1.403 -0.085
F -2.042 -0.858 0.142
H 0.998 1.536 0.479
H 3.211 0.749 -0.501
H 2.901 0.332 1.037
H -2.706 1.674 0.090
H -1.041 2.232 -0.343

Entry 5:
13
Properties=species:S:1:pos:R:3 method="wB97M-V/def2-TZVPD" smiles="[H]/N=C1/NNC[C@@H]1F" e_lumo_ev=0.84 spin_multiplicity=1 energy_ev=-10392.2784 homo_lumo_gap_ev=9.78 charge=0 e_above_lowest_kcal_mol=76.91
H 2.479 0.362 0.726
N 2.096 -0.421 0.227
C 0.896 -0.211 -0.034
N -0.024 -1.090 -0.641
N -1.344 -1.096 -0.110
C -1.079 -0.043 0.834
C 0.010 0.877 0.450
F -0.308 1.715 -0.753
H 0.549 -1.953 -1.189
H -1.841 -0.619 -0.843
H -0.637 -0.787 1.667
H -2.196 0.375 1.398
H 0.351 1.714 1.194

Entry 6:
14
Properties=species:S:1:pos:R:3 method="wB97M-V/def2-TZVPD" e_lumo_ev=-5.85 spin_multiplicity=1 energy_ev=-11874.5440 homo_lumo_gap_ev=8.52 charge=+1 e_above_lowest_kcal_mol=41.91
C 1.154 -1.036 -1.126
C -0.493 0.710 0.413
C -0.059 -1.029 -0.235
N 2.267 -0.687 -0.758
N -2.927 1.083 0.538
N -1.734 0.864 0.554
N 0.576 1.252 0.924
F -1.148 -1.583 -0.719
H 0.768 -1.292 -2.172
H -0.013 -1.281 0.770
H 3.046 -0.853 -1.362
H -3.492 0.720 1.216
H 1.415 1.026 0.358
H 0.638 2.105 1.599